[1]
A structure of composition F2H3InNO7S2 in a non-equilibrium geometry. Source: the Open Molecules 2025 dataset; level of theory: wB97M-V/def2-TZVPD.

The total charge is -1. Its energy relative to the best compared isomer or geometry (same formula, charge and spin) is 534.2 kJ/mol. Its maximum force is 7.83 eV/Å.

Last column: Löwdin charge in e.
Positions of all 16 atoms, in Å:
In1 -4.345 3.572 0.999  0.97
O1 -6.055 -1.660 0.930  -0.22
H1 -6.584 -2.185 0.298  -0.06
O2 -3.671 6.862 5.314  -0.32
H2 -3.064 6.719 6.066  -0.09
O3 -2.283 2.188 -3.326  -0.22
H3 -2.603 2.910 -3.901  -0.06
N1 2.593 -1.648 -1.556  -0.27
S1 3.990 -2.263 -1.475  0.44
O4 4.119 -3.712 -1.241  -0.33
O5 5.097 -1.397 -1.098  -0.33
F1 4.235 -2.224 -3.078  -0.25
S2 2.294 -1.606 0.148  0.60
O6 1.034 -0.950 0.489  -0.33
O7 3.402 -1.474 1.107  -0.31
F2 1.840 -3.132 0.323  -0.22

***

[2]
An isolated molecule of F2HISi in a non-equilibrium geometry. Source: the Open Molecules 2025 dataset; level of theory: wB97M-V/def2-TZVPD.

Its energy relative to the best compared isomer or geometry (same formula, charge and spin) is 61.4 kJ/mol. Its maximum force is 5.36 eV/Å.

Last column: Löwdin charge in e.
Positions of all 5 atoms, in Å:
F1 0.424 0.814 -1.336  -0.21
F2 0.335 1.146 1.084  -0.32
Si1 0.079 -0.139 -0.091  0.06
I1 -2.147 -1.073 0.110  0.50
H1 1.309 -0.748 0.234  -0.03

***

no.,M (u)
1,345.97
2,193.99